H10O5 | wB97M-V/def2-TZVPD

Results
Relative energy (zero: lowest compared OMol25 entry of this formula, charge and spin) ... 490.60 kJ/mol
HOMO level ... -9.39 eV
Orbital gap ... 9.62 eV

The geometry in XYZ format:
```
15
Properties=species:S:1:pos:R:3:forces:R:3
O 1.2632 -2.5168 0.3626 0.924 -0.787 -0.472
H 2.0489 -2.5140 -0.1840 0.215 -0.316 -0.169
H 0.8429 -1.6758 0.1830 1.014 0.322 -0.411
O -0.8317 2.3528 0.3498 -0.376 1.027 0.651
H -1.1672 2.5474 -0.5253 0.036 0.551 -0.552
H -1.6152 2.2558 0.8911 -0.337 0.247 0.323
O -0.4234 -1.1750 1.1571 -1.664 -6.035 8.552
H -0.5411 -2.0686 0.8347 -0.419 -0.824 0.144
H -0.3180 -1.2732 2.1034 0.157 0.220 0.499
O 0.6120 1.4725 -1.8984 1.229 2.366 -2.374
H 1.4929 1.1015 -1.9490 0.070 0.055 -0.062
H 0.2218 1.0602 -1.1277 0.827 -0.715 -0.463
O -0.3356 0.0763 -0.3985 -0.638 1.252 -4.363
H -0.5097 -0.5385 0.3142 -0.687 2.616 -1.968
H -0.7399 0.8955 -0.1129 -0.351 0.021 0.666
```
Forces are in eV/Å.

Atom charges from the Mulliken analysis, given in e for atoms 1 to 2:
1 O -0.66
2 H 0.30